*one*
An isolated molecule of C19H22N2O6S, computed with ωB97M-V with the def2-TZVPD basis set.

```
50
Properties=species:S:1:pos:R:3:nbo_charge:R:1
C -5.5357 -0.2470 -0.7254 -0.6154
C -4.5881 -1.2715 -0.1095 -0.2213
N -3.2083 -1.0029 -0.4410 -0.6955
C -2.7413 -1.2019 -1.7936 -0.2165
C -2.7283 -2.6610 -2.2447 -0.6324
S -2.0461 -1.2028 0.7301 2.3335
O -2.6833 -1.3232 2.0067 -0.9308
O -1.1069 -2.2225 0.3500 -0.9504
C -1.1753 0.3651 0.6346 -0.3136
C 0.1653 0.3756 0.3258 -0.1682
C 0.8519 1.5858 0.2395 -0.1848
C 2.2935 1.6988 -0.1306 0.6821
O 2.7330 2.6916 -0.6761 -0.6056
N 3.0282 0.6037 0.2208 -0.6210
C 4.3685 0.3439 0.0060 0.1994
C 5.1929 1.2199 -0.7036 -0.2510
C 6.5240 0.9232 -0.9093 -0.1543
C 7.0726 -0.2539 -0.4171 -0.2539
C 6.2753 -1.1320 0.2834 -0.1501
C 4.9240 -0.8559 0.5084 -0.1808
C 4.1134 -1.8198 1.2644 0.7791
O 2.9423 -1.6755 1.5649 -0.6257
O 4.7736 -2.9256 1.6266 -0.6761
C 0.1472 2.7656 0.4651 -0.1110
C -1.1930 2.7557 0.7984 -0.3124
C -1.8806 1.5441 0.8870 0.3375
O -3.1863 1.4095 1.1804 -0.4840
C -3.9216 2.5533 1.5602 -0.2551
H -5.1950 0.7567 -0.4908 0.2098
H -5.5845 -0.3571 -1.8061 0.2007
H -6.5348 -0.3868 -0.3213 0.2155
H -4.8819 -2.2843 -0.4149 0.1812
H -4.6325 -1.2147 0.9784 0.2425
H -3.3601 -0.5988 -2.4651 0.1987
H -1.7232 -0.8059 -1.8203 0.2105
H -2.1204 -3.2409 -1.5560 0.2363
H -3.7348 -3.0714 -2.2668 0.1996
H -2.3037 -2.7325 -3.2427 0.2130
H 0.6302 -0.5812 0.1420 0.2531
H 2.5577 -0.1287 0.7555 0.4458
H 4.7704 2.1342 -1.0852 0.2610
H 7.1419 1.6168 -1.4598 0.2171
H 8.1148 -0.4804 -0.5811 0.2171
H 6.6850 -2.0506 0.6726 0.2313
H 4.1715 -3.5112 2.1130 0.5062
H 0.6776 3.7022 0.3778 0.2382
H -1.6974 3.6913 0.9799 0.2267
H -3.4722 3.0486 2.4254 0.1866
H -4.0090 3.2670 0.7344 0.1801
H -4.9106 2.1871 1.8298 0.2072
```

**Gap between HOMO and LUMO**: 8.79 eV
**SMILES**: CCN(CC)S(=O)(=O)c1cc(C(=O)Nc2ccccc2C(=O)O)ccc1OC
**HOMO energy**: -8.645 eV
**2S+1**: 1

***

*two*
An isolated molecule of C19H22N2O6S, computed with ωB97M-V with the def2-TZVPD basis set.

```
50
Properties=species:S:1:pos:R:3:nbo_charge:R:1
C -1.1061 1.1229 -3.0484 -0.6414
C -2.1515 1.8241 -2.1935 -0.0759
O -1.9656 1.5064 -0.8116 -0.5115
C -1.1903 2.3058 -0.0810 0.8188
O -0.6767 3.3176 -0.4797 -0.6072
C -1.0633 1.7444 1.3248 -0.3295
C -2.3136 2.0576 2.1526 -0.4119
C -2.2472 1.2717 3.4702 -0.2186
N -0.8889 1.1020 3.9353 -0.6806
S -0.2829 -0.4276 4.1562 2.3371
O -1.3800 -1.2515 4.5692 -0.9411
O 0.8617 -0.2971 5.0093 -0.9425
C 0.2954 -1.0137 2.5604 -0.3580
C -0.5956 -1.5845 1.6693 -0.1881
C -0.1808 -1.9198 0.3929 -0.2026
C 1.1421 -1.6886 0.0153 0.1637
N 1.6126 -1.9773 -1.2620 -0.5969
C 0.8869 -2.1976 -2.4019 0.6442
O -0.3253 -2.1890 -2.4708 -0.5974
C 1.7345 -2.4387 -3.5765 0.1407
C 1.3710 -2.6998 -4.8738 -0.2281
C 2.5724 -2.8549 -5.5960 -0.3136
C 3.5780 -2.6773 -4.6933 0.1206
O 3.0882 -2.4252 -3.4727 -0.4045
C 2.0460 -1.1653 0.9434 -0.2390
C 1.6183 -0.8193 2.2101 -0.1832
C 0.0317 2.1450 3.5642 -0.2344
C 0.1788 2.2878 2.0370 -0.4256
H -1.1324 0.0500 -2.8706 0.2341
H -1.3057 1.3148 -4.0986 0.2136
H -0.1148 1.4986 -2.8041 0.2115
H -3.1560 1.4736 -2.4386 0.1877
H -2.0910 2.9101 -2.3189 0.2004
H -1.0031 0.6593 1.2142 0.2414
H -2.3499 3.1302 2.3508 0.2060
H -3.2130 1.7793 1.6034 0.2297
H -2.6685 0.2720 3.3606 0.2285
H -2.8223 1.7939 4.2450 0.2011
H -1.6099 -1.7672 1.9874 0.2412
H -0.8727 -2.3407 -0.3168 0.2529
H 2.6169 -1.9320 -1.3773 0.4130
H 0.3688 -2.7690 -5.2420 0.2471
H 2.6756 -3.0687 -6.6395 0.2366
H 4.6451 -2.7054 -4.7961 0.2092
H 3.0787 -1.0187 0.6609 0.2142
H 2.2940 -0.4060 2.9419 0.2473
H 0.9834 1.8996 4.0349 0.2384
H -0.3344 3.0799 3.9999 0.2026
H 0.3030 3.3391 1.7718 0.2360
H 1.0585 1.7491 1.6828 0.2142
```

**Gap between HOMO and LUMO**: 8.89 eV
**SMILES**: CCOC(=O)C1CCN(S(=O)(=O)c2ccc(NC(=O)c3ccco3)cc2)CC1
**HOMO energy**: -8.860 eV
**2S+1**: 1

***

Q: Which of them is the least stable? A: *two*.

***

*one*
A 2-piece molecular cluster, C3H4BrF overall, computed with ωB97M-V with the def2-TZVPD basis set.

```
9
Properties=species:S:1:pos:R:3:nbo_charge:R:1
C -1.7559 0.6045 0.9363 -0.4907
C 1.0502 -0.0223 -0.1213 0.4776
C 1.4402 -0.7773 -1.1093 -0.6317
F 1.4314 -0.0308 1.1414 -0.3168
Br -2.6895 1.7618 -0.0672 0.1232
H -0.9078 0.1681 0.3254 0.1736
H -1.6059 0.7132 2.0102 0.1973
H 2.2328 -1.5249 -1.1309 0.2320
H 0.8043 -0.8922 -1.9845 0.2356
```

**Gap between HOMO and LUMO (spin up / spin down)**: 7.37 / 9.51 eV
**HOMO energy (spin up / spin down)**: -8.373 / -9.687 eV
**2S+1**: 1

***

*two*
An isolated molecule of C3H4BrF, computed with ωB97M-V with the def2-TZVPD basis set.

```
9
Properties=species:S:1:pos:R:3:nbo_charge:R:1
C -0.8835 -1.0751 0.3058 -0.4557
C -0.4744 0.1362 0.1692 0.3743
F -1.5030 1.2888 0.4029 -0.4109
C 0.7079 0.7930 -0.3463 -0.4724
Br 2.5100 0.0425 0.0429 -0.0266
H -1.8067 -1.3810 0.8291 0.2496
H -0.1905 -1.9245 0.0023 0.2402
H 0.7670 0.6500 -1.3676 0.2384
H 0.8576 1.8344 -0.1278 0.2632
```

**Gap between HOMO and LUMO**: 10.84 eV
**SMILES**: C=C(F)CBr
**HOMO energy**: -10.403 eV
**2S+1**: 1

***

Q: Which of them is the least stable? A: *one*.

***

*one*
A 2-piece molecular cluster, C4H6ClNO overall, computed with ωB97M-V with the def2-TZVPD basis set.

```
13
Properties=species:S:1:pos:R:3:nbo_charge:R:1
C 1.5370 -0.4966 0.5830 -0.6238
C 0.2822 0.3299 0.4205 -0.4970
C -1.1228 -0.2385 0.5193 0.4982
O -2.0480 0.3725 0.0742 -0.4546
C -1.1526 -1.6143 0.9520 0.1606
N -0.9008 -2.7170 0.8624 -0.2305
H 2.2544 0.3122 0.6220 0.2252
H 1.7515 -0.9634 1.6336 0.2170
H 1.6879 -1.3453 -0.2058 0.2298
H 0.3510 1.0727 1.1380 0.2343
H 0.3566 0.7448 -0.5553 0.2407
Cl -1.3506 1.9390 -2.5111 -0.2586
H -1.6458 2.6040 -3.5329 0.2587
```

**Gap between HOMO and LUMO**: 10.69 eV
**SMILES**: CCC(=O)C#N.Cl
**HOMO energy**: -10.905 eV
**2S+1**: 1

***

*two*
An isolated molecule of C4H6ClNO, computed with ωB97M-V with the def2-TZVPD basis set.

```
13
Properties=species:S:1:pos:R:3:nbo_charge:R:1
C 2.1898 0.6803 0.0609 -0.7178
C 1.0636 -0.2948 -0.1415 0.5481
O 1.3319 -1.4585 -0.1934 -0.5726
C -0.3312 0.1975 -0.0886 -0.2667
Cl -0.5538 1.9499 -0.1496 -0.0404
C -1.3125 -0.7228 -0.0896 0.0739
N -2.6340 -0.4943 -0.0443 -0.7788
H 3.1260 0.0483 0.0170 0.2377
H 2.1274 1.2046 1.0096 0.2356
H 2.1569 1.4655 -0.6955 0.2331
H -0.9178 -1.7312 -0.0328 0.2445
H -2.9515 0.4201 0.2778 0.4026
H -3.2947 -1.2646 0.0700 0.4011
```

**Gap between HOMO and LUMO**: 9.29 eV
**SMILES**: CC(=O)/C(Cl)=C/N
**HOMO energy**: -8.615 eV
**2S+1**: 1

***

Q: Which of them is the least stable? A: *one*.